Density functional theory data (the ωB97M-V functional and the def2-TZVPD basis) for 12 unconnected molecules or ions with the total composition C68H164N12O12 at a distorted geometry.

Last columns: bonded neighbours and bond lengths (Å).
Cartesian coordinates (Å):
1 C 0.58 -0.11 2.52  C2 1.561, H12 1.090, H13 1.090, H14 1.090
2 C 0.02 1.01 1.59  C1 1.561, C3 1.531, C4 1.554, N10 1.485
3 C -0.08 2.29 2.42  C2 1.531, H15 1.090, H16 1.090, H17 1.090
4 C 0.89 1.26 0.32  C2 1.554, C5 1.503, H18 1.090, H19 1.090
5 C 0.93 0.14 -0.68  C4 1.503, C6 1.511, H20 1.090, H21 1.090
6 C -0.48 -0.09 -1.15  C5 1.511, C7 1.548, H22 1.090, H23 1.090
7 C -1.51 -0.32 -0.02  C6 1.548, C8 1.558, C9 1.587, N10 1.466
8 C -2.90 -0.07 -0.67  C7 1.558, H24 1.090, H25 1.090, H26 1.090
9 C -1.38 -1.80 0.53  C7 1.587, H27 1.090, H28 1.090, H29 1.090
10 N -1.32 0.70 1.02  C2 1.485, C7 1.466, O11 1.370
11 O -2.36 0.71 1.92  N10 1.370, H30 0.960
12 H 0.74 -1.03 1.95  C1 1.090
13 H 1.50 0.22 2.99  C1 1.090
14 H -0.21 -0.42 3.21  C1 1.090
15 H -0.86 2.13 3.16  C3 1.090
16 H 0.83 2.50 2.97  C3 1.090
17 H -0.42 3.07 1.73  C3 1.090
18 H 0.48 2.12 -0.22  C4 1.090
19 H 1.87 1.59 0.67  C4 1.090
20 H 1.62 0.47 -1.46  C5 1.090
21 H 1.34 -0.80 -0.31  C5 1.090
22 H -0.41 -1.03 -1.69  C6 1.090
23 H -0.86 0.74 -1.76  C6 1.090
24 H -3.25 0.92 -0.96  C8 1.090
25 H -3.69 -0.32 0.04  C8 1.090
26 H -3.11 -0.74 -1.51  C8 1.090
27 H -2.09 -2.43 0.01  C9 1.090
28 H -1.64 -1.86 1.59  C9 1.090
29 H -0.38 -2.24 0.54  C9 1.090
30 H -2.97 1.37 1.59  O11 0.960
31 C 6.30 -6.04 -3.23  C32 1.560, H42 1.090, H43 1.090, H44 1.090
32 C 5.09 -5.56 -4.08  C31 1.560, C33 1.596, C34 1.586, N40 1.483
33 C 5.50 -5.46 -5.62  C32 1.596, H45 1.090, H46 1.090, H47 1.090
34 C 4.10 -6.80 -4.02  C32 1.586, C35 1.569, H48 1.090, H49 1.090
35 C 2.68 -6.43 -4.57  C34 1.569, C36 1.550, H50 1.090, H51 1.090
36 C 2.19 -5.14 -3.87  C35 1.550, C37 1.504, H52 1.090, H53 1.090
37 C 3.08 -3.92 -3.95  C36 1.504, C38 1.559, C39 1.554, N40 1.532
38 C 2.87 -3.34 -5.38  C37 1.559, H54 1.090, H55 1.090, H56 1.090
39 C 2.51 -2.89 -2.94  C37 1.554, H57 1.090, H58 1.090, H59 1.090
40 N 4.47 -4.36 -3.47  C32 1.483, C37 1.532, O41 1.344
41 O 5.25 -3.26 -3.49  N40 1.344, H60 0.960
42 H 7.25 -5.54 -3.41  C31 1.090
43 H 6.06 -5.96 -2.17  C31 1.090
44 H 6.52 -7.10 -3.40  C31 1.090
45 H 5.85 -6.41 -6.02  C33 1.090
46 H 4.71 -5.22 -6.34  C33 1.090
47 H 6.38 -4.83 -5.75  C33 1.090
48 H 4.57 -7.61 -4.56  C34 1.090
49 H 3.96 -7.08 -2.98  C34 1.090
50 H 2.70 -6.25 -5.65  C35 1.090
51 H 2.10 -7.34 -4.42  C35 1.090
52 H 1.86 -5.42 -2.87  C36 1.090
53 H 1.29 -4.91 -4.44  C36 1.090
54 H 2.98 -4.15 -6.10  C38 1.090
55 H 3.54 -2.50 -5.54  C38 1.090
56 H 1.85 -3.03 -5.61  C38 1.090
57 H 2.46 -3.28 -1.93  C39 1.090
58 H 1.51 -2.51 -3.18  C39 1.090
59 H 3.12 -2.00 -2.78  C39 1.090
60 H 5.37 -3.18 -2.54  O41 0.960
61 C -2.83 6.98 -1.41  C62 1.491, H72 1.090, H73 1.090, H74 1.090
62 C -1.96 5.78 -1.57  C61 1.491, C63 1.570, C64 1.561, N70 1.459
63 C -0.49 6.15 -1.16  C62 1.570, H75 1.090, H76 1.090, H77 1.090
64 C -2.44 4.69 -0.56  C62 1.561, C65 1.494, H78 1.090, H79 1.090
65 C -3.71 4.00 -0.94  C64 1.494, C66 1.551, H80 1.090, H81 1.090
66 C -3.47 3.47 -2.38  C65 1.551, C67 1.539, H82 1.090, H83 1.090
67 C -3.02 4.47 -3.46  C66 1.539, C68 1.582, C69 1.521, N70 1.472
68 C -2.55 3.48 -4.59  C67 1.582, H84 1.090, H85 1.090, H86 1.090
69 C -4.20 5.31 -3.93  C67 1.521, H87 1.090, H88 1.090, H89 1.090
70 N -1.90 5.27 -2.94  C62 1.459, C67 1.472, O71 1.405
71 O -1.48 6.15 -3.95  N70 1.405, H90 0.960
72 H -2.41 7.80 -1.99  C61 1.090
73 H -3.85 6.75 -1.73  C61 1.090
74 H -2.89 7.28 -0.36  C61 1.090
75 H 0.23 5.34 -1.25  C63 1.090
76 H -0.12 7.00 -1.73  C63 1.090
77 H -0.44 6.41 -0.10  C63 1.090
78 H -1.73 3.87 -0.47  C64 1.090
79 H -2.69 5.10 0.41  C64 1.090
80 H -3.94 3.28 -0.16  C65 1.090
81 H -4.58 4.65 -0.97  C65 1.090
82 H -4.45 3.05 -2.59  C66 1.090
83 H -2.69 2.72 -2.20  C66 1.090
84 H -2.36 3.99 -5.53  C68 1.090
85 H -3.47 2.92 -4.75  C68 1.090
86 H -1.72 2.83 -4.31  C68 1.090
87 H -4.63 4.96 -4.86  C69 1.090
88 H -4.15 6.36 -4.20  C69 1.090
89 H -5.10 5.26 -3.30  C69 1.090
90 H -0.80 5.66 -4.42  O71 0.960
91 C 2.64 1.19 5.54  C92 1.521, H102 1.090, H103 1.090, H104 1.090
92 C 3.99 1.34 4.86  C91 1.521, C93 1.641, C94 1.546, N100 1.487
93 C 4.30 -0.01 3.98  C92 1.641, H105 1.090, H106 1.090, H107 1.090
94 C 3.86 2.49 3.84  C92 1.546, C95 1.510, H108 1.090, H109 1.090
95 C 5.16 3.04 3.28  C94 1.510, C96 1.567, H110 1.090, H111 1.090
96 C 6.19 3.37 4.41  C95 1.567, C97 1.528, H112 1.090, H113 1.090
97 C 6.42 2.20 5.37  C96 1.528, C98 1.535, C99 1.583, N100 1.495
98 C 7.38 1.21 4.69  C97 1.535, H114 1.090, H115 1.090, H116 1.090
99 C 7.06 2.96 6.60  C97 1.583, H117 1.090, H118 1.090, H119 1.090
100 N 5.12 1.61 5.80  C92 1.487, C97 1.495, O101 1.372
101 O 5.36 0.67 6.77  N100 1.372, H120 0.960
102 H 2.42 2.09 6.12  C91 1.090
103 H 2.62 0.43 6.31  C91 1.090
104 H 1.75 1.01 4.94  C91 1.090
105 H 4.88 -0.85 4.36  C93 1.090
106 H 4.93 0.36 3.17  C93 1.090
107 H 3.46 -0.47 3.45  C93 1.090
108 H 3.22 2.21 3.01  C94 1.090
109 H 3.41 3.33 4.36  C94 1.090
110 H 4.90 3.91 2.68  C95 1.090
111 H 5.56 2.35 2.54  C95 1.090
112 H 5.83 4.31 4.83  C96 1.090
113 H 7.08 3.57 3.83  C96 1.090
114 H 6.82 0.58 4.01  C98 1.090
115 H 8.21 1.69 4.16  C98 1.090
116 H 7.90 0.65 5.47  C98 1.090
117 H 7.87 3.57 6.21  C99 1.090
118 H 6.31 3.63 7.02  C99 1.090
119 H 7.50 2.26 7.32  C99 1.090
120 H 4.87 1.05 7.51  O101 0.960
121 C -1.68 -7.41 -0.82  O122 1.434, H127 1.090, H128 1.090, H129 1.090
122 O -3.00 -6.90 -0.55  C121 1.434, C123 1.387
123 C -3.12 -5.65 0.04  O122 1.387, C124 1.528, H130 1.090, H131 1.090
124 C -4.51 -5.25 0.52  C123 1.528, C125 1.532, N126 1.435, H132 1.090
125 C -5.57 -5.39 -0.57  C124 1.532, H133 1.090, H134 1.090, H135 1.090
126 N -4.60 -3.97 1.18  C124 1.435, H136 1.010, H137 1.010
127 H -1.21 -7.72 0.11  C121 1.090
128 H -1.09 -6.73 -1.44  C121 1.090
129 H -1.83 -8.28 -1.46  C121 1.090
130 H -2.44 -5.52 0.88  C123 1.090
131 H -2.74 -4.87 -0.63  C123 1.090
132 H -4.75 -6.00 1.27  C124 1.090
133 H -5.51 -6.35 -1.09  C125 1.090
134 H -5.45 -4.82 -1.49  C125 1.090
135 H -6.55 -5.24 -0.13  C125 1.090
136 H -3.84 -3.73 1.79  N126 1.010
137 H -5.41 -3.90 1.77  N126 1.010
138 C 1.25 2.92 -3.60  O139 1.458, H144 1.090, H145 1.090, H146 1.090
139 O 2.40 2.13 -3.19  C138 1.458, C140 1.413
140 C 3.31 1.86 -4.24  O139 1.413, C141 1.544, H147 1.090, H148 1.090
141 C 4.74 1.65 -3.68  C140 1.544, C142 1.536, N143 1.480, H149 1.090
142 C 5.84 1.11 -4.60  C141 1.536, H150 1.090, H151 1.090, H152 1.090
143 N 4.64 0.62 -2.62  C141 1.480, H153 1.010, H154 1.010
144 H 1.44 3.97 -3.39  C138 1.090
145 H 0.46 2.59 -2.92  C138 1.090
146 H 0.96 2.70 -4.62  C138 1.090
147 H 2.96 0.87 -4.50  C140 1.090
148 H 3.21 2.53 -5.10  C140 1.090
149 H 4.96 2.59 -3.17  C141 1.090
150 H 6.00 1.86 -5.37  C142 1.090
151 H 5.73 0.15 -5.10  C142 1.090
152 H 6.74 1.16 -3.98  C142 1.090
153 H 4.60 -0.21 -3.19  N143 1.010
154 H 3.75 0.71 -2.15  N143 1.010
155 C -1.09 -2.57 4.85  O156 1.435, H161 1.090, H162 1.090, H163 1.090
156 O -1.72 -3.52 5.72  C155 1.435, C157 1.420
157 C -0.80 -4.49 6.20  O156 1.420, C158 1.551, H164 1.090, H165 1.090
158 C -1.30 -5.21 7.48  C157 1.551, C159 1.548, N160 1.444, H166 1.090
159 C -1.51 -4.31 8.72  C158 1.548, H167 1.090, H168 1.090, H169 1.090
160 N -0.44 -6.27 7.96  C158 1.444, H170 1.010, H171 1.010
161 H -0.65 -3.24 4.11  C155 1.090
162 H -0.34 -2.03 5.42  C155 1.090
163 H -1.86 -1.98 4.34  C155 1.090
164 H -0.96 -5.26 5.44  C157 1.090
165 H 0.21 -4.10 6.31  C157 1.090
166 H -2.30 -5.60 7.29  C158 1.090
167 H -2.33 -3.62 8.53  C159 1.090
168 H -0.60 -3.72 8.82  C159 1.090
169 H -1.68 -4.80 9.68  C159 1.090
170 H -0.27 -6.84 7.14  N160 1.010
171 H 0.45 -5.87 8.20  N160 1.010
172 C -0.24 -0.80 -5.25  O173 1.438, H178 1.090, H179 1.090, H180 1.090
173 O -0.93 -0.38 -6.44  C172 1.438, C174 1.421
174 C -2.32 -0.65 -6.36  O173 1.421, C175 1.542, H181 1.090, H182 1.090
175 C -3.10 -0.22 -7.62  C174 1.542, C176 1.466, N177 1.496, H183 1.090
176 C -4.56 -0.20 -7.43  C175 1.466, H184 1.090, H185 1.090, H186 1.090
177 N -2.88 -1.39 -8.53  C175 1.496, H187 1.010, H188 1.010
178 H 0.84 -0.65 -5.37  C172 1.090
179 H -0.56 -1.82 -5.05  C172 1.090
180 H -0.43 -0.18 -4.38  C172 1.090
181 H -2.43 -1.72 -6.17  C174 1.090
182 H -2.69 -0.12 -5.49  C174 1.090
183 H -2.64 0.66 -8.06  C175 1.090
184 H -4.81 0.54 -6.67  C176 1.090
185 H -5.03 -1.18 -7.34  C176 1.090
186 H -4.92 0.17 -8.39  C176 1.090
187 H -3.04 -1.15 -9.50  N177 1.010
188 H -1.90 -1.55 -8.35  N177 1.010
189 C -6.07 -0.68 -2.37  O190 1.378, H195 1.090, H196 1.090, H197 1.090
190 O -6.79 0.35 -2.93  C189 1.378, C191 1.444
191 C -7.28 1.40 -2.07  O190 1.444, C192 1.560, H198 1.090, H199 1.090
192 C -7.96 2.41 -3.05  C191 1.560, C193 1.528, N194 1.423, H200 1.090
193 C -7.10 2.75 -4.27  C192 1.528, H201 1.090, H202 1.090, H203 1.090
194 N -7.97 3.69 -2.41  C192 1.423, H204 1.010, H205 1.010
195 H -6.86 -1.42 -2.41  C189 1.090
196 H -5.76 -0.47 -1.35  C189 1.090
197 H -5.17 -0.88 -2.95  C189 1.090
198 H -8.05 1.01 -1.42  C191 1.090
199 H -6.52 1.84 -1.42  C191 1.090
200 H -8.93 2.12 -3.44  C192 1.090
201 H -6.10 3.16 -4.16  C193 1.090
202 H -7.77 3.31 -4.92  C193 1.090
203 H -7.02 1.86 -4.89  C193 1.090
204 H -8.30 4.39 -3.06  N194 1.010
205 H -7.00 3.95 -2.31  N194 1.010
206 C 4.97 -6.46 0.57  O207 1.452, H212 1.090, H213 1.090, H214 1.090
207 O 5.49 -5.13 0.34  C206 1.452, C208 1.376
208 C 4.58 -4.10 0.28  O207 1.376, C209 1.584, H215 1.090, H216 1.090
209 C 5.31 -2.70 0.16  C208 1.584, C210 1.540, N211 1.425, H217 1.090
210 C 4.36 -1.48 0.08  C209 1.540, H218 1.090, H219 1.090, H220 1.090
211 N 6.20 -2.66 -0.94  C209 1.425, H221 1.010, H222 1.010
212 H 4.24 -6.77 -0.19  C206 1.090
213 H 4.46 -6.50 1.54  C206 1.090
214 H 5.80 -7.17 0.53  C206 1.090
215 H 3.86 -4.23 -0.54  C208 1.090
216 H 3.99 -4.10 1.19  C208 1.090
217 H 5.80 -2.51 1.12  C209 1.090
218 H 3.80 -1.43 -0.85  C210 1.090
219 H 4.87 -0.57 0.39  C210 1.090
220 H 3.60 -1.55 0.85  C210 1.090
221 H 6.87 -3.38 -0.68  N211 1.010
222 H 6.70 -1.78 -0.99  N211 1.010
223 C -5.74 1.90 1.88  O224 1.396, H229 1.090, H230 1.090, H231 1.090
224 O -4.86 2.54 2.76  C223 1.396, C225 1.456
225 C -5.16 2.30 4.16  O224 1.456, C226 1.559, H232 1.090, H233 1.090
226 C -4.98 0.79 4.54  C225 1.559, C227 1.535, N228 1.411, H234 1.090
227 C -5.31 0.64 6.03  C226 1.535, H235 1.090, H236 1.090, H237 1.090
228 N -3.65 0.34 4.46  C226 1.411, H238 1.010, H239 1.010
229 H -6.82 2.06 1.95  C223 1.090
230 H -5.56 0.83 1.95  C223 1.090
231 H -5.53 2.17 0.85  C223 1.090
232 H -4.45 2.90 4.73  C225 1.090
233 H -6.18 2.54 4.45  C225 1.090
234 H -5.64 0.12 4.00  C226 1.090
235 H -6.24 1.11 6.34  C227 1.090
236 H -4.56 0.91 6.78  C227 1.090
237 H -5.45 -0.38 6.40  C227 1.090
238 H -3.00 1.08 4.71  N228 1.010
239 H -3.40 0.19 3.49  N228 1.010
240 C 2.57 5.91 3.66  O241 1.399, H246 1.090, H247 1.090, H248 1.090
241 O 1.53 6.75 3.25  C240 1.399, C242 1.428
242 C 0.25 6.13 3.33  O241 1.428, C243 1.541, H249 1.090, H250 1.090
243 C -0.29 5.54 4.64  C242 1.541, C244 1.563, N245 1.464, H251 1.090
244 C -1.72 4.93 4.42  C243 1.563, H252 1.090, H253 1.090, H254 1.090
245 N -0.25 6.58 5.67  C243 1.464, H255 1.010, H256 1.010
246 H 2.60 5.05 2.99  C240 1.090
247 H 2.52 5.58 4.70  C240 1.090
248 H 3.58 6.23 3.43  C240 1.090
249 H -0.45 6.86 2.91  C242 1.090
250 H 0.20 5.33 2.58  C242 1.090
251 H 0.34 4.75 5.05  C243 1.090
252 H -2.42 5.61 3.94  C244 1.090
253 H -2.16 4.81 5.41  C244 1.090
254 H -1.63 3.99 3.89  C244 1.090
255 H -0.20 6.17 6.60  N245 1.010
256 H 0.71 6.89 5.67  N245 1.010

Properties
SMILES string: CC1(C)CCCC(C)(C)N1O.CC1(C)CCCC(C)(C)N1O.CC1(C)CCCC(C)(C)N1O.CC1(C)CCCC(C)(C)N1O.COC[C@H](C)N.COC[C@H](C)N.COC[C@H](C)N.COC[C@H](C)N.COC[C@H](C)N.COC[C@H](C)N.COC[C@H](C)N.COC[C@H](C)N
HOMO in eV: -8.17
Energy above the lowest of the compared OMol25 structures with the same formula, charge and spin in kJ/mol: 548.8
Strongest force on any atom in eV/Å: 4.2
E in eV: -115612.21292
Lowest unoccupied orbital energy in eV: 0.22

Results of the Mulliken charge analysis, in e, for atoms 1 through 8: -0.54, 2.61, -0.89, -0.86, 1.19, -0.81, 2.65, -2.95